Here is a structure of composition C29H26AlF3O2Sb2Se from the Open Molecules 2025 dataset. Energies are from the ωB97M-V functional and the def2-TZVPD basis.

Last column: natural (NBO) charge in e.
Geometry (Å):
Al (-1.4905, 0.8632, -1.5656)  1.06
C (0.5634, 0.6463, 2.2367)  -0.73
C (1.7339, -0.1835, 1.6919)  -0.42
C (2.2924, 0.3180, 0.3335)  -0.73
Sb (1.0505, 0.1571, -1.4421)  1.13
C (1.1758, -1.9511, -1.6714)  -0.29
C (0.4480, -2.5208, -2.7232)  -0.23
C (0.4612, -3.8982, -2.9188)  -0.21
C (1.1898, -4.7170, -2.0603)  -0.19
C (1.9152, -4.1588, -1.0135)  -0.23
C (1.9063, -2.7795, -0.8180)  -0.27
C (2.5748, 0.6995, -2.8296)  -0.26
C (3.7736, -0.0150, -2.8875)  -0.25
C (4.7689, 0.3610, -3.7825)  -0.21
C (4.5715, 1.4500, -4.6296)  -0.19
C (3.3786, 2.1603, -4.5844)  -0.21
C (2.3819, 1.7857, -3.6868)  -0.25
Sb (-1.2273, 0.2569, 1.1515)  1.15
C (-2.5655, 1.5412, 2.1901)  -0.27
C (-2.5723, 1.6341, 3.5853)  -0.25
C (-3.4496, 2.5004, 4.2268)  -0.21
C (-4.3265, 3.2844, 3.4838)  -0.19
C (-4.3325, 3.2020, 2.0984)  -0.21
C (-3.4563, 2.3332, 1.4533)  -0.24
C (-1.7504, -1.6264, 1.9755)  -0.27
C (-2.8626, -1.7882, 2.8026)  -0.26
C (-3.1594, -3.0423, 3.3304)  -0.19
C (-2.3560, -4.1384, 3.0317)  -0.21
C (-1.2589, -3.9886, 2.1922)  -0.19
C (-0.9595, -2.7403, 1.6582)  -0.26
H (0.7591, 1.7148, 2.1390)  0.25
H (0.3376, 0.4202, 3.2775)  0.23
H (1.4384, -1.2321, 1.6143)  0.20
H (2.5405, -0.1586, 2.4272)  0.22
H (3.2092, -0.2179, 0.0848)  0.23
H (2.5332, 1.3841, 0.3813)  0.24
H (-0.1415, -1.8943, -3.3878)  0.25
H (-0.1075, -4.3337, -3.7369)  0.22
H (1.1887, -5.7930, -2.2051)  0.21
H (2.4889, -4.7956, -0.3475)  0.21
H (2.4802, -2.3589, 0.0020)  0.21
H (3.9305, -0.8794, -2.2459)  0.21
H (5.6990, -0.1991, -3.8232)  0.22
H (5.3474, 1.7391, -5.3295)  0.22
H (3.2207, 3.0039, -5.2477)  0.22
H (1.4536, 2.3462, -3.6609)  0.22
H (-1.8968, 1.0264, 4.1790)  0.21
H (-3.4494, 2.5638, 5.3105)  0.22
H (-5.0094, 3.9592, 3.9888)  0.22
H (-5.0170, 3.8088, 1.5185)  0.22
H (-3.4867, 2.2734, 0.3809)  0.22
H (-3.5045, -0.9458, 3.0332)  0.22
H (-4.0257, -3.1626, 3.9728)  0.22
H (-2.5933, -5.1136, 3.4446)  0.22
H (-0.6401, -4.8453, 1.9421)  0.22
H (-0.1206, -2.6513, 0.9741)  0.22
Se (-2.6599, -0.5608, -2.6867)  -0.88
F (-1.6272, 5.1857, -0.8628)  -0.31
C (-0.3826, 4.7750, -1.1460)  0.89
F (0.4922, 5.5554, -0.5303)  -0.30
F (-0.1882, 4.8498, -2.4689)  -0.31
C (-0.2241, 3.3256, -0.6790)  0.73
O (0.5176, 3.0426, 0.2294)  -0.59
O (-0.9807, 2.5228, -1.3703)  -0.89

Cartesian forces (eV/Å) of the 2 atoms listed first:
0.039 -0.423 0.142
0.248 -0.037 -0.239

As for the net charge: 0. Its max |F| is 0.038 Eh/bohr. The energy above the lowest of the compared OMol25 structures with the same formula, charge and spin comes out at 2.4 kcal/mol. The LUMO energy comes out at 0.015 eV.